ORCA calculation (wB97M-V/def2-TZVPD) on a molecular structure, C3H23HfO19 in a non-equilibrium geometry.

Computed properties:
HOMO = -11.9112 eV
E_tot = -1605.642472 hartree
LUMO level = -0.20043 hartree
Charge = +1
Orbital gap = 6.46 eV

The geometry in XYZ format:
```
46
Properties=species:S:1:pos:R:3:forces:R:3
Hf -2.6823 0.9641 -0.2738 3.295 -2.573 -2.092
C -1.7773 -0.7409 -2.7198 1.972 -1.069 -3.653
O -2.5273 -0.3509 -1.8028 -3.447 1.984 3.194
O -2.3793 -1.4549 -3.6688 0.208 -0.597 -0.879
O -0.6063 -0.4869 -2.8338 0.180 0.484 0.268
H -3.3103 -1.6649 -3.5498 -0.037 0.225 0.406
C 0.2297 -0.0739 0.5612 2.700 -4.297 -1.410
O -0.8853 0.4281 0.2762 -1.953 2.481 0.229
O 1.1107 0.5031 1.3592 -0.349 -0.746 -0.590
O 0.5487 -1.1699 0.0602 -0.393 1.472 1.239
H 0.8157 1.3681 1.6002 -0.493 1.641 0.617
C -2.5083 2.5491 1.5952 2.944 4.171 1.689
O -2.6423 2.8611 0.4172 -1.519 3.965 -4.637
O -1.9493 3.4921 2.3862 -0.641 -1.638 1.091
O -2.6243 1.3731 1.8012 -1.261 -3.548 4.326
H -1.8103 4.3711 1.9922 -0.670 -0.475 -0.499
O -3.2023 -0.9519 0.6012 -0.810 0.710 0.937
H -2.6373 -1.7169 0.7972 2.380 -0.655 0.329
H -3.8903 -1.4889 0.2612 -2.012 -0.412 -0.904
O 3.8577 -2.8269 -0.4988 -0.886 0.794 -0.320
H 3.0837 -2.3249 -0.8358 0.883 0.714 0.503
H 3.5197 -3.6239 -0.8748 0.482 -1.832 -0.036
O -1.3753 2.1671 -1.8048 -1.739 -0.950 1.331
H -0.7533 2.8511 -1.5158 0.815 0.473 0.459
H -1.5413 2.2191 -2.7268 0.029 -0.023 -1.462
O -1.4283 -2.9879 0.2272 -2.960 -0.612 0.565
H -0.6923 -2.4809 -0.0758 1.331 0.527 -0.831
H -1.9793 -3.2699 -0.5338 1.171 -0.012 0.384
O 2.0727 -2.6509 2.0722 -1.438 -1.301 0.070
H 1.5417 -1.9739 1.6632 0.229 0.322 -0.317
H 2.8587 -2.2949 2.4302 1.271 0.788 0.331
O 0.5827 3.3761 -0.6198 -1.204 0.515 -1.678
H 0.5257 3.4451 0.3122 0.406 0.088 1.585
H 1.3777 2.9161 -0.8338 0.993 -0.436 -0.165
O 0.2877 -2.9579 -2.2928 -2.781 -0.062 1.016
H 0.1207 -2.0219 -2.1308 -0.364 -0.071 -0.225
H 1.1727 -2.8849 -2.4958 3.325 -0.382 -0.948
O 3.3537 0.1301 3.2182 2.665 0.980 1.795
H 2.4987 -0.1639 3.3382 -2.785 -1.105 0.146
H 3.4977 0.3111 2.3202 0.143 0.117 -1.911
O 2.4117 -0.9549 -1.8108 1.120 -0.040 -1.627
H 3.0807 -0.3369 -1.5188 0.219 0.082 0.082
H 1.6647 -0.8689 -1.2548 -1.165 0.289 1.063
O 0.9737 3.0871 2.1082 0.404 -0.702 -1.399
H 1.6887 2.7771 2.6592 0.481 0.217 0.642
H 0.3277 3.5351 2.6172 -0.740 0.497 1.285
```
Positions in Å, forces in eV/Å.